<w>
DFT (ωB97M-V/def2-TZVPD) results for a molecular structure, C4H8NOS.

CARTESIAN COORDINATES (ANGSTROEM)
C: -1.0893 0.1931 -0.4081
C: 0.8992 1.6119 0.0936
C: -1.0782 -2.1631 0.3640
C: 0.0739 0.8497 -0.9483
N: -1.5888 -0.8466 0.1995
O: -2.7612 -0.5200 0.7720
S: -3.0669 1.1784 0.2954
H: 0.4450 2.5562 0.2606
H: 1.0349 1.1736 1.1048
H: 1.7836 1.9090 -0.2908
H: -0.9661 -2.5365 1.3839
H: -0.0554 -2.2466 0.0458
H: -1.7283 -2.9450 0.0057
H: 0.5547 0.2444 -1.6089
H: -0.3811 1.6237 -1.5349

Calculated values
charge = +1
2S+1 = 1

And the natural (NBO) charges, in e, turn out to be:
1. C 0.494
2. C -0.589
3. C -0.480
4. C -0.554
5. N -0.030
6. O -0.396
7. S 0.479
8. H 0.233
9. H 0.234
10. H 0.245
11. H 0.276
12. H 0.259
13. H 0.271
14. H 0.271
15. H 0.290

=====

<x>
DFT (ωB97M-V/def2-TZVPD) results for a molecular structure, C4H8NOS.

CARTESIAN COORDINATES (ANGSTROEM)
C: -0.5561 -0.2005 0.5625
C: -0.7213 0.7410 -2.0923
C: 1.0659 -1.4322 1.8053
C: -0.4966 1.2846 -0.7270
N: 0.6154 -0.2411 1.1155
O: 1.3578 0.7646 1.0093
S: -1.9340 -0.9494 0.9380
H: -0.4213 1.5166 -2.8234
H: -0.1105 -0.1545 -2.4238
H: -1.7464 0.5090 -2.3240
H: 1.9312 -1.9204 1.2367
H: 0.2499 -2.0962 1.8601
H: 1.5660 -1.1198 2.7489
H: -1.3863 1.9073 -0.4024
H: 0.5864 1.3911 -0.4834

Calculated values
charge = +1
2S+1 = 1

And the natural (NBO) charges, in e, turn out to be:
1. C -0.025
2. C -0.702
3. C -0.458
4. C -0.193
5. N 0.023
6. O -0.214
7. S 0.492
8. H 0.284
9. H 0.245
10. H 0.241
11. H 0.269
12. H 0.229
13. H 0.274
14. H 0.260
15. H 0.274

=====

<y>
DFT (ωB97M-V/def2-TZVPD) results for a gas-phase ion, C4H8NOS (charge +1).

CARTESIAN COORDINATES (ANGSTROEM)
C: 1.6534 1.1858 0.2354
C: -0.4686 -0.9749 0.0287
C: 0.9602 -1.3114 -0.3745
C: -1.8580 1.0400 0.1285
N: -0.8271 0.3198 -0.4613
O: 2.5681 0.8780 -0.6944
S: 2.3205 -0.4034 0.4475
H: 1.8358 2.1748 0.8847
H: -1.0721 -1.6455 -0.4945
H: -0.6083 -1.2335 1.0370
H: 1.0266 -2.4641 -0.3035
H: 0.9657 -1.0576 -1.3604
H: -2.1715 2.0632 -0.1307
H: -1.5853 0.9307 1.2663
H: -2.7394 0.4980 -0.2089

Calculated values
charge = +1
2S+1 = 1

And the natural (NBO) charges, in e, turn out to be:
1. C -0.047
2. C -0.291
3. C -0.564
4. C -0.481
5. N -0.153
6. O -0.478
7. S 0.991
8. H 0.256
9. H 0.274
10. H 0.205
11. H 0.280
12. H 0.267
13. H 0.262
14. H 0.202
15. H 0.276

=====

<z>
DFT (ωB97M-V/def2-TZVPD) results for a molecular structure, C4H8NOS.

CARTESIAN COORDINATES (ANGSTROEM)
C: -1.5866 -1.2457 1.0179
C: -0.6368 -0.2713 0.7409
C: 0.6062 -0.5434 -1.3256
C: 0.6662 -0.1498 0.1259
N: 0.9560 1.3422 0.1917
O: -1.4844 0.8960 0.8195
S: -2.8850 -0.0742 1.3655
H: -1.6375 -2.2785 1.1704
H: -0.0932 0.1841 -1.6929
H: 1.5244 -0.5765 -1.9668
H: 0.1580 -1.4625 -1.3571
H: 1.3671 -0.7932 0.5816
H: 1.8111 1.5015 -0.3416
H: 0.9559 1.6127 1.1153
H: 0.2787 1.8584 -0.4449

Calculated values
charge = +1
2S+1 = 1

And the natural (NBO) charges, in e, turn out to be:
1. C -0.394
2. C 0.184
3. C -0.611
4. C -0.100
5. N -0.658
6. O -0.638
7. S 0.642
8. H 0.250
9. H 0.206
10. H 0.246
11. H 0.251
12. H 0.258
13. H 0.447
14. H 0.449
15. H 0.465

=====

Preferred: <z>; penalty for the next structure: 0.1120 hartree.

=====

<w>
DFT (ωB97M-V/def2-TZVPD) results for a single C4H5N2OP molecule.

CARTESIAN COORDINATES (ANGSTROEM)
C: -0.8299 1.3140 -0.3348
C: -2.0989 1.0155 0.1585
C: -0.0695 0.1844 -0.0555
C: 1.3851 0.1384 -0.3348
N: -2.1202 -0.1889 0.7038
N: -0.9012 -0.6900 0.5573
O: 1.9840 1.1879 -0.4326
P: 2.5338 -1.3459 -0.6342
H: -0.4835 2.2000 -0.8284
H: -2.9755 1.6326 0.1498
H: 1.5317 -2.3333 -0.6523
H: -0.6839 -1.5819 0.9697
H: 2.7281 -1.5328 0.7334

Calculated values
charge = 0
structure (SMILES) = O=C(P)c1ccn[nH]1
2S+1 = 1

And the natural (NBO) charges, in e, turn out to be:
1. C -0.267
2. C -0.064
3. C -0.022
4. C 0.326
5. N -0.236
6. N -0.301
7. O -0.524
8. P 0.266
9. H 0.244
10. H 0.215
11. H -0.044
12. H 0.416
13. H -0.009

=====

<x>
DFT (ωB97M-V/def2-TZVPD) results for a single C4H5N2OP molecule.

CARTESIAN COORDINATES (ANGSTROEM)
C: -1.9285 0.0172 -0.7538
C: -2.2832 0.3583 0.4938
C: -0.1062 0.0819 0.3896
C: 2.5677 -0.3726 -0.9005
N: -0.5610 -0.1508 -0.8015
N: -1.0959 0.5163 1.1739
O: 3.7363 -0.6866 -1.0360
P: 2.0015 0.2133 0.7880
H: -2.2914 -0.0787 -1.7703
H: -3.2375 0.6556 0.8150
H: 2.1300 -0.2491 -1.8319
H: -0.8833 0.7075 2.1364
H: 1.9515 -1.0123 1.2972

Calculated values
charge = 0
structure (SMILES) = O=CPc1ncc[nH]1
2S+1 = 1

And the natural (NBO) charges, in e, turn out to be:
1. C -0.107
2. C -0.118
3. C 0.199
4. C 0.167
5. N -0.524
6. N -0.550
7. O -0.515
8. P 0.437
9. H 0.230
10. H 0.221
11. H 0.163
12. H 0.418
13. H -0.022

=====

Preferred: <w>; penalty for the next structure: 0.0361 hartree.

=====

<w>
DFT (ωB97M-V/def2-TZVPD) results for 2 unconnected molecules or ions with the total composition C2H8NO2.

CARTESIAN COORDINATES (ANGSTROEM)
C: -0.7898 1.3176 1.6577
N: -1.2570 0.2185 0.7503
H: -1.5683 1.5456 2.3780
H: 0.1040 0.9864 2.1770
H: -0.5526 2.1906 1.0592
H: -0.4526 -0.3384 0.4061
H: -1.6572 0.5747 -0.1208
H: -1.9760 -0.3712 1.1660
O: 0.4386 -0.5050 -1.1640
C: 1.2992 -1.2068 -1.6432
O: 2.2049 -0.7160 -2.4679
H: 1.3903 -2.2832 -1.4421
H: 2.8163 -1.4129 -2.7564

Calculated values
charge = +1
2S+1 = 1

And the natural (NBO) charges, in e, turn out to be:
1. C -0.422
2. N -0.683
3. H 0.238
4. H 0.236
5. H 0.243
6. H 0.477
7. H 0.444
8. H 0.437
9. O -0.667
10. C 0.686
11. O -0.624
12. H 0.126
13. H 0.509

=====

<x>
DFT (ωB97M-V/def2-TZVPD) results for a molecular structure, C2H8NO2.

CARTESIAN COORDINATES (ANGSTROEM)
O: -0.9826 0.7516 0.7336
C: -0.1248 -0.2310 0.5165
C: 1.1996 0.4047 -0.0477
N: 2.0282 -0.9535 -0.1334
H: -0.6219 -0.9600 -0.1971
H: 1.6024 0.9471 0.8184
H: 0.8075 1.1761 -0.7462
H: 1.4621 -0.3414 -1.0027
H: 2.9838 -0.6231 -0.3429
H: 0.0449 -0.8425 1.4214
H: -2.0715 0.3957 0.1354
H: -3.6240 0.2979 -0.6004
O: -2.7038 -0.0217 -0.5548

Calculated values
charge = +1
2S+1 = 1

And the natural (NBO) charges, in e, turn out to be:
1. O -0.199
2. C -0.086
3. C -0.415
4. N -0.558
5. H 0.375
6. H 0.276
7. H 0.292
8. H 0.431
9. H 0.383
10. H 0.266
11. H 0.426
12. H 0.521
13. O -0.711

=====

Preferred: <w>; penalty for the next structure: 0.4173 hartree.

=====

<w>
DFT (ωB97M-V/def2-TZVPD) results for 2 unconnected molecules or ions with the total composition C3H6P2.

CARTESIAN COORDINATES (ANGSTROEM)
C: 3.7752 0.1608 -0.2522
C: -2.0999 -0.9859 0.2432
C: -0.3951 1.1214 -0.1913
P: 2.4085 -0.3205 0.2933
P: -0.7188 -0.3733 -0.8421
H: 4.7270 0.4594 -0.5959
H: -1.8004 -1.9319 0.6933
H: -2.3301 -0.2688 1.0294
H: -2.9875 -1.1691 -0.3578
H: -0.9566 1.5751 0.6139
H: 0.3778 1.7328 -0.6338

Calculated values
charge = 0
structure (SMILES) = C=PC.C#P
2S+1 = 1

And the natural (NBO) charges, in e, turn out to be:
1. C -0.761
2. C -0.953
3. C -0.851
4. P 0.524
5. P 0.703
6. H 0.212
7. H 0.233
8. H 0.225
9. H 0.235
10. H 0.211
11. H 0.221

=====

<x>
DFT (ωB97M-V/def2-TZVPD) results for 2 unconnected molecules or ions with the total composition C3H6P2.

CARTESIAN COORDINATES (ANGSTROEM)
C: -1.0205 0.2887 1.7762
C: -1.8027 0.4314 2.6717
C: 0.1441 0.1368 0.9593
P: 0.9377 -0.4192 -3.0702
P: -0.6986 0.0738 -1.9004
H: 2.1641 0.1486 -3.4621
H: -2.6724 0.5579 3.2653
H: 0.1986 -0.7430 0.5304
H: 0.2338 0.9422 0.2055
H: 1.1602 0.1743 1.4443
H: 1.3556 -1.5914 -2.4200

Calculated values
charge = 0
structure (SMILES) = P#[PH2].C#CC
2S+1 = 1

And the natural (NBO) charges, in e, turn out to be:
1. C -0.007
2. C -0.230
3. C -0.691
4. P 0.025
5. P -0.062
6. H 0.013
7. H 0.234
8. H 0.236
9. H 0.241
10. H 0.248
11. H -0.007

=====

Preferred: <w>; penalty for the next structure: 0.0785 hartree.